[1]
Here is 10 unconnected molecules or ions with the total composition C27H66NO15P from the OMol25 dataset. Energies are from ωB97M-V with the def2-TZVPD basis set.

Geometry (Å):
1 H -8.71773 0.28537 0.70734
2 H -2.24603 -1.45123 -0.86013
3 H 0.58392 3.31103 2.51429
4 H 5.85086 -2.11374 -1.57532
5 H 10.09137 -2.62319 -1.21446
6 H 2.24656 4.60314 0.03252
7 C 3.87487 -1.34471 -1.96968
8 H -6.22977 4.42471 3.72190
9 C 4.48969 -0.96617 1.36148
10 C 0.62204 2.05502 -0.52834
11 H -3.74857 1.84386 -6.75791
12 C -3.69076 0.43965 1.66700
13 C -3.52552 -0.15389 0.26882
14 H 6.37422 -1.07666 0.38295
15 H 2.71625 -4.10889 -4.81724
16 C 4.07415 0.07046 -2.51961
17 H 10.14349 -1.11266 -0.27510
18 H -0.32930 -3.69474 -4.80036
19 C 4.60659 3.63938 3.82545
20 C 2.43993 2.10901 -2.29980
21 C -1.23563 0.35902 -0.86512
22 H 5.36082 0.18180 -0.24661
23 H 2.38989 -2.81664 2.47631
24 C 3.65779 -4.35085 -5.30223
25 H 5.27567 3.72818 4.68024
26 C -2.12293 -0.62503 -0.16111
27 H -5.84155 2.79004 2.06037
28 C 9.51578 -1.95961 -0.56401
29 H 1.17147 -2.04178 -6.53050
30 H -5.57159 3.22205 4.84252
31 H 0.79869 -1.62580 -4.85308
32 H -6.41010 -0.17217 0.65707
33 H -6.82744 -3.25772 2.84280
34 C 5.34973 -0.85063 0.09681
35 O -1.89894 2.48178 -6.24298
36 H 3.85429 -2.02788 -2.81738
37 H 3.75070 4.30385 3.99525
38 O -4.18340 -0.59671 3.77356
39 P 1.61474 2.69621 0.81951
40 H -5.50213 -1.34728 2.49379
41 H -3.98756 -1.43690 4.21033
42 H -3.31322 1.45299 1.71010
43 H -2.57023 0.53514 -6.60295
44 H -1.56417 -1.02909 0.68723
45 H -1.10548 -0.66119 -2.71185
46 O 4.69984 -3.91553 -4.43649
47 C -2.90331 1.48470 -6.17483
48 H -6.36253 0.55554 7.14355
49 O 0.11691 1.43495 -3.89070
50 H 2.41871 1.92418 -3.37083
51 H 2.79721 -1.19487 3.08348
52 C 4.96157 -1.82940 -1.01654
53 H 8.52506 -1.05058 -1.97272
54 H -4.51746 3.95124 3.62104
55 H -6.36597 -1.06213 5.48295
56 C -5.83727 -0.39960 7.22364
57 O 0.69282 3.69537 1.62809
58 H 3.69392 -5.42936 -5.47576
59 C -0.80167 0.18393 -2.10733
60 H 4.27852 1.80145 -1.20408
61 H -7.79427 -2.67633 1.48180
62 O 4.22070 2.28533 3.72324
63 H -1.14484 2.18043 -5.72306
64 C -7.93545 1.01041 0.95038
65 C -0.77411 1.61260 -0.18968
66 H -4.19190 -1.01411 0.20433
67 C 0.11732 1.15717 -2.70756
68 H -0.50312 -1.71862 -6.06041
69 H -5.90207 -0.74555 8.25232
70 C 1.07468 1.82560 -1.76667
71 O 2.64187 3.73879 0.21050
72 O 8.30215 -1.53804 -1.17411
73 H 3.69248 -3.83529 -6.26606
74 H 5.54481 -4.11787 -4.84743
75 C 2.42227 -1.75465 2.22628
76 O 0.31587 -3.56037 -5.50039
77 H 2.90786 -1.42736 -1.46863
78 H -3.86929 0.58598 -0.45284
79 H 5.14151 0.25516 -2.64745
80 H -7.76397 -1.75274 2.99076
81 H 2.09502 0.66706 1.31990
82 H -4.75599 0.51678 1.86613
83 H -2.30427 0.10143 3.30136
84 H -3.24001 1.31056 -5.14798
85 H 5.14274 3.98590 2.93499
86 O -6.07446 -1.63235 1.76371
87 H 2.68709 3.15472 -2.14873
88 O -6.42910 -1.38603 6.38766
89 C 3.48821 1.18579 -1.62779
90 H 4.32409 0.01592 1.81389
91 H 9.24060 -2.50874 0.33342
92 N 2.27757 1.59537 1.68392
93 H 5.01675 -1.57357 2.10559
94 C -7.16315 -2.36375 2.31084
95 H 3.60964 0.11705 -3.50375
96 C 0.43972 -2.16276 -5.73533
97 O 3.22743 -1.56162 1.08119
98 H -4.78366 -0.24602 6.97564
99 C -5.53054 3.58958 3.81940
100 H -2.78097 -1.37577 2.44353
101 O -1.48672 2.23853 0.56091
102 C -3.12677 -0.40288 2.79447
103 H 1.40538 -1.41443 2.02834
104 H 3.62057 2.19199 2.96198
105 H 4.60787 -2.73932 -0.53298
106 H -7.83039 1.07711 2.03587
107 O -6.70289 0.68882 0.32066
108 O -5.87806 2.50078 2.97846
109 H -8.24149 1.98358 0.56996
110 H 3.01550 0.69831 -0.77597

Results
Orbital gap in eV: 8.01
Energy relative to the best compared isomer or geometry (same formula, charge and spin) in kJ/mol: 0.0
Charge: 0
SMILES string: COCCCCCCCC1=C(P(=N)(O)O)C(=O)C(CCCCO)=CC1=O.CO.CO.CO.CO.CO.CO.CO.CO.CO
HOMO energy in eV: -9.397

Mulliken population analysis, charges in e, atoms 1 to 5: 0.299, 0.405, 0.391, 0.471, 0.264

***

[2]
Here is C3H6O2 in the gas phase from the OMol25 dataset. Energies are from ωB97M-V with the def2-TZVPD basis set.

Geometry (Å):
1 O -0.47281 0.97112 -0.26851
2 C 1.15617 0.84735 -0.83550
3 H 1.63314 0.97685 0.15423
4 H -1.68755 -0.13115 0.98529
5 C -0.17895 -1.43294 0.14416
6 O 0.23119 -2.29698 0.87734
7 H 1.19026 1.87049 -1.25808
8 H -0.02731 0.18601 1.55568
9 H -0.33494 -1.59161 -0.94111
10 H -0.87685 0.68744 -1.10341
11 C -0.63234 -0.08658 0.68991

Results
Orbital gap in eV: 8.62
Energy relative to the best compared isomer or geometry (same formula, charge and spin) in kJ/mol: 510.2
Charge: 0
HOMO energy in eV: -8.171

Mulliken population analysis, charges in e, atoms 1 to 5: -0.360, -0.665, 0.158, 0.308, 0.191

***

[3]
Here is a molecular structure, C8H22ClO4Y at a distorted geometry from the OMol25 dataset. Energies are from ωB97M-V with the def2-TZVPD basis set.

Geometry (Å):
1 H 1.65619 1.21208 1.14679
2 H -0.51467 0.73053 -3.77252
3 O 0.70039 -0.40935 0.46146
4 H -0.34011 -0.27783 -2.26756
5 C 1.28136 0.28343 1.57715
6 H 1.49270 -0.54759 -1.06626
7 H 2.86068 0.62520 -1.21383
8 H -3.01212 -0.72827 2.11718
9 H 0.62643 1.54066 3.23713
10 Cl -0.56984 1.94196 -0.10523
11 H 0.50897 1.81304 -1.70787
12 H -1.29484 -0.79174 1.60218
13 O 1.17420 1.97261 -2.38138
14 H -2.69328 -2.88416 0.99476
15 H 0.37504 -0.80552 -3.76225
16 C 0.13299 0.08389 -3.18049
17 H -1.85156 -2.21102 -0.34537
18 C 2.33030 -0.64361 2.30745
19 Y -1.56151 3.85497 -0.34130
20 C -2.63361 -1.98615 0.37984
21 C -2.33092 -0.74783 1.26648
22 H -0.75522 0.99360 2.27154
23 H 2.66784 -0.33985 3.29836
24 H 3.08742 -0.98814 1.60306
25 O -2.53670 0.51208 0.56528
26 C 2.18056 -0.04167 -1.74375
27 H 2.66730 -0.95018 -2.09844
28 C 0.22462 0.71056 2.65611
29 H -0.05255 -0.08174 3.35147
30 H -1.77573 0.64039 -0.00574
31 H 0.18087 0.35147 0.19155
32 H 1.83453 -1.55150 2.65104
33 O -3.85397 -1.86023 -0.29473
34 H -3.84149 -0.97122 -0.65684
35 C 1.50987 0.71325 -2.92230
36 H 2.12591 0.83805 -3.81282

Results
Orbital gap in eV: 3.45
Energy relative to the best compared isomer or geometry (same formula, charge and spin) in kJ/mol: 222.1
Charge: +2
HOMO energy in eV: -15.218

Mulliken population analysis, charges in e, atoms 1 to 5: 0.314, 0.312, -0.468, 0.152, 0.970

***

[4]
Here is a molecular structure, C32H28FeNO2P at a distorted geometry from the OMol25 dataset. Energies are from ωB97M-V with the def2-TZVPD basis set.

Geometry (Å):
1 N 2.14484 1.44914 1.32163
2 C -1.10224 -5.24083 1.71377
3 C -2.01019 1.25465 -1.60088
4 C 0.28310 6.82727 -1.18159
5 H 3.15384 -3.99039 3.43245
6 H -2.91196 3.91794 -0.63017
7 H 4.90564 -3.04183 -0.39286
8 H -1.25874 4.86760 -3.49726
9 O 2.54742 -2.04263 -0.48128
10 H -1.95551 -5.90199 1.85446
11 H -3.24482 1.91436 0.07614
12 H -6.82924 -0.80213 -1.32011
13 C 6.10299 -5.05900 2.08856
14 Fe -0.31051 4.98617 -0.81430
15 C 0.76824 4.92636 -2.47975
16 H -1.67654 -3.88154 3.29432
17 C -1.92973 4.06122 -0.19094
18 H 6.95337 -5.69969 2.31818
19 H 6.82876 -4.51900 0.12285
20 H -5.14335 0.44102 -0.41157
21 C -1.51737 5.06103 0.75600
22 H -1.19075 0.48325 -3.45551
23 O -5.14021 -1.39550 -2.41926
24 C -3.19534 1.26604 -0.79688
25 H 1.21032 3.05604 0.57040
26 C -4.22384 -0.42788 -2.17883
27 C -0.82436 1.93576 -1.22093
28 H 1.32059 4.14532 -3.00030
29 C 3.90601 -3.40237 1.48340
30 H 2.35189 5.88429 -1.16751
31 C 1.07706 -3.51910 1.32156
32 C -0.60781 5.31108 -2.74657
33 C -0.15760 -5.51534 0.71882
34 H 5.10576 -5.41320 3.97193
35 C -3.12869 -0.34135 -3.07771
36 H 0.14500 1.58282 -1.58562
37 C 6.03771 -4.39047 0.86178
38 C -4.26670 0.43808 -1.06054
39 H -0.26862 -6.39323 0.08281
40 P 2.46682 -2.38673 0.97622
41 C 1.31848 5.86055 -1.51240
42 H -5.73804 -1.94517 -0.46852
43 C -0.14375 4.77217 1.15007
44 C 2.25002 -0.99511 2.02978
45 H 0.24409 -2.33972 2.92291
46 H -3.17347 -0.94422 -3.98317
47 H 2.35447 -1.14684 3.10690
48 C -0.94785 -4.10592 2.51416
49 H 0.43073 5.30001 1.91149
50 H 0.40330 7.70178 -0.54592
51 H 1.66759 -4.87596 -0.25459
52 C 0.13303 -3.23654 2.31619
53 C 4.95597 -3.55644 0.56529
54 C 3.96629 -4.08024 2.71294
55 C -0.90910 6.48612 -1.94421
56 C 5.06681 -4.89501 3.01186
57 C 0.29658 3.61891 0.41927
58 H -2.13614 5.85861 1.16411
59 C -2.04830 0.44676 -2.77971
60 H -1.83145 7.06215 -1.98466
61 C 2.18207 0.29837 1.57353
62 C 0.93198 -4.66244 0.52101
63 C -0.82368 3.09732 -0.39268
64 C -6.16150 -1.66326 -1.44105
65 H -6.70332 -2.50115 -1.86756

Results
Orbital gap (alpha / beta) in eV: 2.80 / 4.72
Energy relative to the best compared isomer or geometry (same formula, charge and spin) in kJ/mol: 0.0
Charge: -2
HOMO energy (alpha / beta) in eV: 1.413 / -0.504
2S+1: 5

Mulliken population analysis, charges in e, atoms 1 to 5: -0.629, -0.389, 0.611, -0.602, 0.339